The following is a quantum chemistry calculation of a cluster of 2 separate species, C4H14N3O in total, from the OMol25 dataset.

Cartesian coordinates (Å):
C 0.574 1.809 1.195
C -0.818 1.356 0.882
C -1.236 -0.119 0.659
N -0.252 -0.808 -0.309
C 0.091 -0.356 -1.484
N -0.639 0.515 -2.167
N 1.207 -0.868 -2.196
H 1.036 1.171 1.885
H 0.534 2.826 1.840
H 1.140 1.968 0.298
H -1.418 1.717 1.753
H -1.146 1.954 -0.009
H -1.292 -0.792 1.560
H -2.195 -0.203 0.132
H 0.392 -1.479 0.181
H -1.435 1.075 -1.707
H -0.771 0.475 -3.308
H 1.484 -0.455 -3.029
H 1.858 -1.361 -1.680
H 0.447 -2.942 2.336
H 1.681 -2.663 1.768
O 0.758 -2.820 1.401

Values from the calculation:
* spin multiplicity: 1
* frontier orbital gap: 11.45 eV
* largest force on an atom: 5.07 eV Å⁻¹
* net charge: +1
* E: -10886.396 eV
* energy above the lowest of the compared OMol25 structures with the same formula, charge and spin: 170.3 kJ/mol
* HOMO level: -14.32 eV

---

The following is a quantum chemistry calculation of a cluster of 2 separate species, C4H14N3O in total, from the OMol25 dataset.

Cartesian coordinates (Å):
C -0.507 2.734 -0.714
O -0.092 1.544 -1.518
H -0.173 1.540 -2.506
H -1.335 3.073 -1.350
H 0.403 3.375 -1.006
H -0.846 2.355 0.234
C -0.651 -1.710 -0.262
C -1.780 -1.565 -1.269
C 0.802 -0.382 1.042
N 0.026 -0.450 -0.134
N 0.701 -1.229 2.108
N 1.770 0.635 1.145
H -1.123 -1.939 0.752
H -0.101 -2.565 -0.654
H -1.408 -1.176 -2.186
H -2.645 -1.011 -0.952
H 0.180 -0.016 -0.992
H -0.261 -1.646 2.229
H 1.254 -1.007 3.039
H 2.093 1.306 0.342
H 2.188 0.857 2.067
H -2.150 -2.652 -1.499

Values from the calculation:
* spin multiplicity: 1
* frontier orbital gap: 11.03 eV
* largest force on an atom: 7.56 eV Å⁻¹
* net charge: +1
* E: -10885.106 eV
* energy above the lowest of the compared OMol25 structures with the same formula, charge and spin: 294.8 kJ/mol
* HOMO level: -13.96 eV

---

The following is a quantum chemistry calculation of a structure of composition C4H14N3Si, from the OMol25 dataset.

Cartesian coordinates (Å):
C 1.304 1.843 -0.893
C -2.448 -0.294 0.471
C -0.186 -2.330 -0.512
C 0.394 -0.427 1.729
N 1.326 2.445 -2.047
N -0.145 0.693 -0.903
N 1.825 1.962 0.279
Si -0.650 -0.686 0.094
H -3.191 -0.528 -0.367
H -2.995 -0.675 1.323
H -2.486 0.790 0.472
H -0.720 -3.222 -0.128
H -0.206 -2.363 -1.604
H 0.729 -2.708 -0.221
H 1.376 -0.510 1.397
H 0.183 0.457 2.263
H -0.116 -1.166 2.460
H 0.861 2.212 -2.881
H 1.700 3.352 -2.009
H -0.223 0.568 -1.887
H 2.625 2.539 0.408
H 1.279 1.528 1.047

Values from the calculation:
* spin multiplicity: 1
* frontier orbital gap: 9.92 eV
* largest force on an atom: 8.68 eV Å⁻¹
* net charge: +1
* E: -16715.626 eV
* energy above the lowest of the compared OMol25 structures with the same formula, charge and spin: 169.9 kJ/mol
* HOMO level: -13.52 eV

---

The following is a quantum chemistry calculation of a cluster of 2 separate species, C4H14N4 in total, from the OMol25 dataset.

Cartesian coordinates (Å):
N -2.202 1.998 0.160
C -2.918 0.855 -0.266
C -2.482 -0.388 -0.081
N -3.221 -1.549 -0.451
H -2.310 2.789 -0.459
H -1.215 1.806 0.265
H -3.898 1.041 -0.691
H -1.516 -0.514 0.403
H -2.789 -2.377 -0.065
H -3.261 -1.669 -1.455
N 3.301 0.832 -0.839
C 2.053 0.510 -0.144
C 2.117 -0.919 0.362
N 0.896 -1.242 1.102
H 4.082 0.833 -0.194
H 3.269 1.752 -1.256
H 1.237 0.608 -0.860
H 1.839 1.194 0.692
H 2.185 -1.570 -0.511
H 3.044 -1.067 0.932
H 0.893 -2.215 1.389
H 0.896 -0.711 1.968

Values from the calculation:
* spin multiplicity: 1
* frontier orbital gap: 8.23 eV
* largest force on an atom: 0.39 eV Å⁻¹
* E: -10334.564 eV
* energy above the lowest of the compared OMol25 structures with the same formula, charge and spin: 119.7 kJ/mol
* SMILES string: N/C=C/N.NCCN
* HOMO level: -7.28 eV